DFT (wB97M-V/def2-TZVPD) results for a cluster of 2 separate species, C14H7ClINO4 in total in a non-equilibrium geometry.

Structure (XYZ):
```
28
Properties=species:S:1:pos:R:3:forces:R:3
O -2.309133 0.399987 -2.577772 0.02 0.25 0.21
C -1.392987 -0.281068 -2.212283 -0.25 -0.27 -0.01
N -1.479993 -1.336577 -1.266239 1.01 0.45 0.07
C -0.224725 -2.003510 -1.205211 -0.08 -0.13 -0.14
O -0.002570 -2.989039 -0.560882 0.00 0.16 0.26
C 0.716348 -1.269783 -2.111291 0.00 0.12 -0.10
C 0.010088 -0.240685 -2.708277 0.13 -0.12 -0.07
C 0.594793 0.640708 -3.595146 -0.07 -0.10 0.01
C 1.944870 0.473975 -3.855855 0.03 -0.11 0.08
C 2.677497 -0.550955 -3.246755 0.04 0.08 -0.10
I 4.708256 -0.691099 -3.688042 -0.04 0.02 -0.01
C 2.068852 -1.449887 -2.368198 -0.18 0.10 -0.10
Cl 2.939484 -2.720381 -1.618908 0.06 -0.08 0.05
H -1.774353 -1.047949 -0.329143 -0.75 -0.45 -0.17
H 0.015239 1.426629 -4.058006 0.01 0.03 -0.02
H 2.445565 1.145422 -4.539091 0.05 -0.01 0.02
O 0.325807 2.223936 5.238394 0.01 0.01 0.01
C -0.239984 1.605993 4.365334 0.00 -0.01 -0.01
C 0.413608 0.456545 3.685942 -0.01 -0.01 -0.02
C -0.208715 -0.219629 2.724518 0.04 0.01 0.00
C -1.578519 0.149486 2.296510 0.04 -0.08 0.01
O -2.146223 -0.470570 1.417146 -0.03 0.15 0.01
C -2.237097 1.291054 2.970816 -0.02 0.01 0.04
C -1.614992 1.968523 3.931482 -0.01 -0.01 -0.02
H 1.412922 0.209035 4.020077 0.00 0.02 0.02
H 0.242493 -1.062949 2.215210 -0.03 -0.01 -0.01
H -3.236857 1.534339 2.634973 0.00 -0.02 -0.02
H -2.069675 2.808448 4.440699 0.02 0.01 0.01
```
Forces are in eV/Å.

SMILES = O=C1NC(=O)c2c1ccc(I)c2Cl.O=C1C=CC(=O)C=C1
HOMO = -9.454 eV
HOMO-LUMO gap = 7.5 eV
Total charge = 0
F_max = 1.112 eV/A
Lowest unoccupied orbital energy = -0.071 Eh
E = -1651.29981 Ha